Entry w
A single C2H6N2O molecule, computed with ωB97M-V with the def2-TZVPD basis set.

XYZ file:
```
11
Properties=species:S:1:pos:R:3
O 1.361 -0.038 -1.369
C 0.607 -0.617 -0.562
N 0.522 0.048 0.758
C -0.723 0.691 0.753
N -1.618 -0.288 0.357
H -0.548 -0.483 -0.868
H 1.327 0.654 0.859
H -0.949 1.228 1.692
H -0.681 1.411 -0.100
H 0.736 -1.697 -0.352
H -2.511 0.148 0.064
```

Computed properties:
- Gap between HOMO and LUMO: 7.636 eV

---

Entry x
A single C2H6N2O molecule, computed with ωB97M-V with the def2-TZVPD basis set.

XYZ file:
```
11
Properties=species:S:1:pos:R:3
C 0.140 1.108 -0.143
C 1.108 0.185 0.159
H -0.985 -1.016 0.912
H -2.477 -0.238 0.101
H 0.552 1.884 -0.723
H 2.126 0.442 -0.039
H 1.228 -0.026 1.324
H -0.076 -1.282 -0.420
N -1.375 -0.614 0.049
N -1.082 0.606 -0.575
O 0.841 -1.049 -0.646
```

Computed properties:
- SMILES: N/N=C\CO
- Gap between HOMO and LUMO: 9.803 eV

---

Entry y
A single C2H6N2O molecule, computed with ωB97M-V with the def2-TZVPD basis set.

XYZ file:
```
11
Properties=species:S:1:pos:R:3
C 1.584 0.545 0.089
C -1.353 -0.380 -0.036
H 2.050 0.295 1.063
H 0.656 1.268 0.365
H 2.221 1.131 -0.629
H -0.206 -1.998 -0.256
H -2.178 -1.098 0.288
H -2.389 1.075 -0.400
N -0.110 -1.105 0.157
N -1.292 0.900 -0.163
O 1.017 -0.632 -0.478
```

Computed properties:
- SMILES: [H]/N=C/NOC
- Gap between HOMO and LUMO: 9.774 eV

---

Most stable to least stable, the ends of the list are entry y and entry w.

---

Entry w
A single C2H6N2O molecule, computed with ωB97M-V with the def2-TZVPD basis set.

XYZ file:
```
11
Properties=species:S:1:pos:R:3
O 1.448 1.226 -0.523
C 0.477 1.332 0.262
N -0.543 0.567 0.663
C -0.710 -0.705 -0.182
N 0.406 -1.598 -0.303
H 0.386 2.315 0.870
H -1.323 1.128 0.768
H -0.844 -0.238 -1.135
H -1.531 -1.277 0.173
H 1.123 -1.514 0.354
H 1.111 -1.236 -0.948
```

Computed properties:
- SMILES: NCNC=O
- Gap between HOMO and LUMO: 10.468 eV

---

Entry x
A single C2H6N2O molecule, computed with ωB97M-V with the def2-TZVPD basis set.

XYZ file:
```
11
Properties=species:S:1:pos:R:3
O -0.412 0.540 2.143
C -0.440 1.208 1.133
N -0.459 0.724 -0.142
C -0.340 -0.701 -0.410
N 0.962 -1.080 -0.959
H -0.435 2.317 1.169
H -0.245 1.419 -0.840
H -1.119 -0.947 -1.133
H -0.481 -1.176 0.561
H 1.688 -0.391 -1.045
H 1.280 -1.912 -0.477
```

Computed properties:
- SMILES: NCNC=O
- Gap between HOMO and LUMO: 10.449 eV

---

Most stable to least stable, the ends of the list are entry x and entry w.